Below is 7 unconnected molecules or ions with the total composition C63H128N8O6, with properties calculated with ωB97M-V/def2-TZVPD.

multiplicity: 1
E_HOMO: -22.064 eV
total charge: +8
energy relative to the best compared isomer or geometry (same formula, charge and spin): 278.9 kJ/mol
HOMO-LUMO gap: 2.58 eV
LUMO: -19.49 eV

Each line ends with the Löwdin charge.
Cartesian coordinates (Å):
1 C 1.0660 9.1795 7.1310  0.069
2 N 0.3692 8.3140 6.1446  -0.054
3 C 0.6571 7.0047 6.0692  0.073
4 C -0.0249 6.1530 5.1305  0.066
5 C -0.8823 6.7064 4.1799  -0.120
6 C -1.0608 8.1284 4.2633  0.067
7 C -0.4791 8.8633 5.2447  0.038
8 C -1.4457 5.8351 3.1310  -0.084
9 C -1.6468 4.4570 3.3537  0.071
10 C -2.3060 3.7080 2.3896  -0.003
11 N -2.6649 4.2569 1.2434  -0.079
12 C -2.3688 5.5019 0.9177  0.016
13 C -1.7476 6.3551 1.8364  0.086
14 C -3.1436 3.2492 0.3038  0.025
15 H 2.0332 9.3134 6.6466  0.126
16 H 1.2528 8.8109 8.1396  0.131
17 H 0.6599 10.1889 7.1969  0.124
18 H 1.3146 6.6234 6.8364  0.161
19 H 0.1986 5.1062 4.9862  0.112
20 H -1.7341 8.5995 3.5625  0.137
21 H -0.6596 9.9186 5.3870  0.168
22 H -1.3572 3.9744 4.2755  0.130
23 H -2.5145 2.6587 2.5374  0.137
24 H -2.5608 5.8049 -0.1010  0.149
25 H -1.5781 7.4030 1.6377  0.117
26 H -3.5679 2.4135 0.8603  0.113
27 H -2.3541 2.7838 -0.2864  0.076
28 H -3.7368 3.7318 -0.4730  0.112
29 C 7.8454 -3.6876 1.6219  -0.031
30 C 8.8040 -3.0992 0.4675  -0.118
31 N 8.1696 -2.1587 -0.6134  -0.227
32 C 9.2140 -1.9531 -1.7410  0.070
33 C 6.8082 -2.8028 -1.1714  -0.116
34 C 6.9194 -4.3107 -1.6455  -0.043
35 C 7.8145 -0.8084 0.1192  -0.049
36 C 7.7896 0.5032 -0.7878  -0.098
37 O 6.7663 0.2427 -1.8435  -0.245
38 C 6.2236 1.4435 -2.3199  -0.119
39 H 8.4080 -4.3902 2.2367  0.098
40 H 6.9136 -4.1643 1.3174  0.059
41 H 7.6305 -2.7810 2.1876  0.064
42 H 9.3687 -3.8624 -0.0680  0.127
43 H 9.4897 -2.4657 1.0301  0.121
44 H 8.5836 -1.3753 -2.4170  0.096
45 H 9.3809 -2.9599 -2.1238  0.110
46 H 10.0878 -1.4228 -1.3624  0.128
47 H 6.4821 -2.1792 -2.0037  0.101
48 H 6.1038 -2.7033 -0.3455  0.095
49 H 7.6025 -4.5383 -2.4638  0.089
50 H 5.9273 -4.6688 -1.9206  0.075
51 H 7.2589 -5.0038 -0.8758  0.073
52 H 8.6093 -0.6297 0.8435  0.130
53 H 6.8926 -0.8974 0.6939  0.118
54 H 8.7462 0.7528 -1.2468  0.132
55 H 7.4056 1.4038 -0.3087  0.118
56 H 5.7531 1.8751 -1.4365  0.058
57 H 5.5500 1.3347 -3.1699  0.097
58 H 7.0399 2.1031 -2.6144  0.112
59 C 3.6575 6.8660 -0.9473  -0.028
60 C 2.9424 6.2482 -2.1516  -0.133
61 N 1.7880 5.2652 -1.9192  -0.244
62 C 1.2574 4.7381 -3.2966  0.068
63 C 2.2987 4.1105 -1.0589  -0.152
64 C 3.4757 3.3186 -1.6695  -0.075
65 C 0.5481 5.8811 -1.1726  -0.067
66 C -0.0247 7.2352 -1.7249  -0.190
67 O 0.8890 8.2299 -1.4548  -0.171
68 C 0.4994 9.0364 -0.3657  -0.062
69 H 4.4826 7.4934 -1.2846  0.111
70 H 4.2839 6.2450 -0.3070  0.086
71 H 3.0450 7.5897 -0.4095  0.073
72 H 3.6186 5.6527 -2.7650  0.128
73 H 2.5418 6.9348 -2.8975  0.139
74 H 0.8530 5.6007 -3.8261  0.111
75 H 0.4222 4.0825 -3.0500  0.088
76 H 2.0393 4.1414 -3.7664  0.106
77 H 1.4703 3.4037 -1.0101  0.103
78 H 2.4655 4.4945 -0.0525  0.130
79 H 4.4900 3.6864 -1.5147  0.087
80 H 3.4687 2.7681 -2.6103  0.086
81 H 3.5148 2.4436 -1.0207  0.047
82 H 0.8522 5.9664 -0.1294  0.119
83 H -0.1465 5.0438 -1.1044  0.097
84 H -1.0213 7.3517 -1.2992  0.119
85 H -0.1163 7.2356 -2.8110  0.137
86 H 1.3208 9.6823 -0.0555  0.118
87 H 0.0634 8.4499 0.4431  0.058
88 H -0.3444 9.6774 -0.6210  0.111
89 C 0.0543 -10.4362 -0.1055  -0.045
90 C -1.1505 -9.6432 0.3835  -0.103
91 N -1.1610 -8.1069 -0.0995  -0.219
92 C 0.1944 -7.4839 0.3289  -0.006
93 C -1.3773 -7.9711 -1.6166  -0.105
94 C -1.1134 -6.5140 -2.1021  -0.057
95 C -2.3273 -7.4125 0.7160  -0.058
96 C -3.7807 -7.4936 0.1205  -0.199
97 O -4.2102 -8.8692 -0.0173  -0.210
98 C -5.5484 -9.0571 -0.6313  -0.021
99 H 0.1678 -11.4863 0.1635  0.111
100 H 0.9875 -10.0152 0.2688  0.077
101 H 0.0322 -10.5115 -1.1927  0.087
102 H -1.3842 -9.7318 1.4444  0.136
103 H -2.0720 -9.9110 -0.1333  0.115
104 H 0.3807 -7.8040 1.3541  0.107
105 H 0.1319 -6.3983 0.4036  0.067
106 H 1.0220 -7.7786 -0.3162  0.109
107 H -2.3858 -8.3585 -1.7616  0.130
108 H -0.5981 -8.6102 -2.0320  0.127
109 H -1.7320 -5.8603 -1.4872  0.049
110 H -1.4153 -6.3584 -3.1379  0.094
111 H -0.1007 -6.1397 -1.9521  0.061
112 H -2.1336 -6.3484 0.5805  0.094
113 H -2.3790 -7.7955 1.7352  0.135
114 H -3.9404 -6.9037 -0.7820  0.115
115 H -4.4116 -7.0496 0.8905  0.128
116 H -5.4814 -8.7465 -1.6740  0.083
117 H -6.3568 -8.4833 -0.1783  0.096
118 H -5.7658 -10.1176 -0.7585  0.107
119 C -1.8966 -3.6860 4.1130  0.025
120 C -0.6125 -3.5521 5.0302  -0.370
121 C 0.7078 -3.8502 4.1876  -0.088
122 C 0.9270 -2.7754 3.1178  -0.222
123 C 1.1089 -1.3859 3.6415  -0.116
124 C -0.0503 -0.8986 4.6437  -0.392
125 N -0.5263 -2.0559 5.5038  0.151
126 O -1.1828 -1.6101 6.6667  0.210
127 C -1.2701 -0.3580 3.8327  -0.005
128 C 0.6711 0.1630 5.4526  -0.024
129 C -0.5102 -4.4792 6.2504  0.004
130 H -1.7114 -3.4926 3.0564  0.057
131 H -2.6827 -3.0031 4.4353  0.097
132 H -2.2352 -4.7148 3.9907  0.107
133 H 0.4622 -4.8313 3.7812  0.138
134 H 1.5325 -3.7651 4.8951  0.136
135 H 0.0901 -2.8014 2.4200  0.074
136 H 1.8237 -3.1437 2.6193  0.127
137 H 1.1678 -0.8284 2.7067  0.110
138 H 2.0953 -1.3937 4.1052  0.129
139 H -1.6839 -0.9994 3.0545  0.071
140 H -1.0547 0.6158 3.3929  0.073
141 H -2.1958 -0.2011 4.3863  0.100
142 H 0.1042 0.4429 6.3405  0.098
143 H 0.8864 1.1165 4.9705  0.096
144 H 1.6882 -0.1243 5.7192  0.103
145 H -1.2272 -4.2528 7.0395  0.104
146 H 0.4346 -4.2696 6.7519  0.105
147 H -0.5869 -5.5221 5.9428  0.118
148 C -5.5899 3.1059 -4.7933  0.021
149 C -5.5363 1.6792 -4.2141  -0.397
150 C -5.1937 1.7723 -2.7178  -0.173
151 C -6.3248 2.1618 -1.7749  -0.190
152 C -7.5861 1.3476 -1.9308  -0.111
153 C -8.1113 1.3171 -3.4092  -0.425
154 N -6.9289 0.9962 -4.3040  0.150
155 O -7.2174 0.2452 -5.4605  0.207
156 C -8.7351 2.6996 -3.6465  0.022
157 C -9.1994 0.1980 -3.4791  0.009
158 C -4.4728 0.7713 -4.8964  -0.011
159 H -4.7546 3.3572 -5.4469  0.105
160 H -5.4575 3.8762 -4.0336  0.094
161 H -6.4488 3.2366 -5.4516  0.111
162 H -4.3322 2.4223 -2.5645  0.108
163 H -4.8744 0.7872 -2.3776  0.102
164 H -6.5037 3.2356 -1.7189  0.119
165 H -5.8332 1.9341 -0.8291  0.102
166 H -8.3596 1.5852 -1.2005  0.151
167 H -7.3307 0.3086 -1.7227  0.125
168 H -9.0937 2.8150 -4.6693  0.119
169 H -8.0204 3.4550 -3.3201  0.080
170 H -9.5828 2.8961 -2.9900  0.124
171 H -9.9645 0.3893 -2.7267  0.115
172 H -8.7316 -0.7759 -3.3344  0.097
173 H -9.7212 0.1907 -4.4360  0.106
174 H -3.4687 0.9391 -4.5069  0.066
175 H -4.4886 0.9134 -5.9770  0.105
176 H -4.6751 -0.2984 -4.8427  0.091
177 C -1.4478 -1.5953 -3.3893  0.060
178 C -1.0874 -0.7425 -2.1230  -0.406
179 C -1.2092 -1.6211 -0.8745  -0.140
180 C -0.1569 -2.7241 -0.6971  -0.157
181 C 1.1423 -1.9921 -0.5433  -0.152
182 C 1.5555 -1.1293 -1.7658  -0.383
183 N 0.3544 -0.2765 -2.2107  0.170
184 O 0.7185 0.9469 -2.9359  0.127
185 C 2.0086 -2.1599 -2.9084  0.049
186 C 2.6796 -0.1926 -1.3687  -0.021
187 C -1.9801 0.5044 -1.8183  -0.016
188 H -0.7872 -2.4557 -3.4960  0.087
189 H -1.4717 -1.0250 -4.3179  0.108
190 H -2.4636 -1.9437 -3.2027  0.115
191 H -2.2367 -1.9636 -0.7521  0.140
192 H -1.0991 -1.1043 0.0789  0.116
193 H -0.0581 -3.3449 -1.5876  0.101
194 H -0.3871 -3.2573 0.2253  0.113
195 H 1.9508 -2.7167 -0.4464  0.138
196 H 1.1692 -1.4596 0.4074  0.108
197 H 2.9461 -2.6148 -2.5886  0.107
198 H 2.0503 -1.7389 -3.9129  0.113
199 H 1.4622 -3.0950 -3.0317  0.085
200 H 2.3876 0.7684 -0.9453  0.071
201 H 3.3203 0.0601 -2.2136  0.093
202 H 3.3731 -0.7503 -0.7394  0.109
203 H -2.1793 1.0115 -2.7624  0.074
204 H -1.4282 1.1273 -1.1144  0.068
205 H -2.9488 0.2626 -1.3808  0.091

Below is a molecular structure, C5H12AuClMnO2, with properties calculated with ωB97M-V/def2-TZVPD.

multiplicity: 8
E_HOMO (alpha / beta): 1.319 / -0.376 eV
total charge: -2
HOMO-LUMO gap (alpha / beta): 4.34 / 3.94 eV
LUMO (alpha / beta): 5.66 / 3.56 eV

Each line ends with the Mulliken spin population.
Cartesian coordinates (Å):
1 Au 1.8813 -1.1640 -0.0599  0.483
2 Cl 3.2883 -0.4399 -2.7305  0.064
3 C 1.4141 0.6242 1.0853  0.537
4 H 1.5439 0.2775 2.0877  -0.005
5 H 0.5495 1.3478 1.0397  -0.025
6 H 2.3206 1.1443 0.7591  -0.004
7 Mn -0.8755 0.6490 -0.1804  4.758
8 C -1.6740 -0.7232 -1.6070  -0.004
9 C -0.7822 2.0602 -1.7217  0.050
10 C -2.3872 1.3523 0.6171  0.904
11 H -1.1671 2.9502 -1.1873  0.024
12 H 0.3003 2.0487 -1.9466  0.009
13 H -1.4341 1.7079 -2.5473  -0.006
14 H -2.5172 -1.1930 -1.0983  0.037
15 H -1.9929 -0.1930 -2.5176  0.008
16 H -0.8491 -1.4279 -1.7911  -0.026
17 H -2.1639 1.9492 1.5638  0.034
18 H -3.1298 0.6618 1.1380  0.068
19 O 0.8575 -2.2741 2.5337  0.024
20 C 1.9075 -2.8971 2.2753  -0.004
21 O 2.6448 -2.8276 1.2348  0.067
22 H 2.2652 -3.6334 3.0531  0.007

Below is a molecular structure, C4H7N3O, with properties calculated with ωB97M-V/def2-TZVPD.

multiplicity: 1
E_HOMO: -9.481 eV
energy relative to the best compared isomer or geometry (same formula, charge and spin): 346.0 kJ/mol
HOMO-LUMO gap: 10.02 eV
LUMO: 0.54 eV

Each line ends with the Löwdin charge.
Cartesian coordinates (Å):
1 C 0.9751 1.5909 0.8262  -0.002
2 C -0.0933 1.0361 -0.1729  -0.340
3 C -1.3641 -1.0980 -0.0123  -0.213
4 C 1.0491 -1.2694 -0.1647  -0.262
5 H 1.8444 1.5036 0.1423  0.085
6 H 0.7187 2.5510 1.0801  0.037
7 H 1.0676 1.0107 1.7993  0.111
8 H -1.2794 -2.1504 -0.8686  0.191
9 H -3.3035 -0.9030 0.5632  0.079
10 H 0.6539 -2.3784 -0.4384  0.141
11 H 2.8621 -1.6283 -0.4569  0.050
12 N -0.0487 -0.4612 -0.0456  -0.092
13 N -2.3268 -0.4557 0.6572  0.083
14 N 2.3194 -0.8400 -0.0077  0.051
15 O -0.6965 1.5918 -1.1133  0.080

Below is 3 unconnected molecules or ions with the total composition C32H61F6IN3O8P2, with properties calculated with ωB97M-V/def2-TZVPD.

multiplicity: 1
E_HOMO: -4.420 eV
total charge: -1
HOMO-LUMO gap: 6.39 eV
LUMO: 1.97 eV

Each line ends with the Löwdin charge.
Cartesian coordinates (Å):
1 C -5.7589 0.7155 -1.1219  -0.126
2 C -6.4230 2.1533 -0.8514  -0.254
3 C -7.7633 2.1038 0.0314  -0.227
4 C -7.6827 1.1355 1.3125  -0.215
5 C -8.7974 -0.0351 1.2719  -0.214
6 C -8.1603 -1.4233 1.7503  -0.227
7 C -7.5367 -1.3952 3.2277  -0.216
8 C -6.3255 -2.4574 3.4362  -0.202
9 C -4.9592 -1.6266 3.7316  -0.207
10 C -3.7035 -2.6268 3.9859  -0.222
11 C -2.2990 -1.9394 3.5978  -0.206
12 C -2.3123 -1.7665 1.9829  -0.231
13 C -0.7966 -1.4853 1.4311  -0.300
14 N -0.7930 -0.7420 0.1362  -0.274
15 P -1.5640 -1.7505 -1.0778  0.731
16 N -2.1361 -0.9364 -2.3597  -0.295
17 C 0.5427 -0.1925 -0.2683  -0.455
18 N 1.5800 -0.7258 0.6670  0.067
19 C 1.0516 -0.6831 -1.7330  -0.159
20 C 2.5371 -0.1391 -2.1072  -0.132
21 C 2.8117 -0.6696 -3.6233  -0.204
22 O 3.4992 0.3984 -4.3532  -0.238
23 C 3.0774 0.4236 -5.7331  -0.142
24 C 0.4068 1.4352 -0.1873  -0.550
25 I -1.0844 2.0569 1.3395  0.995
26 O 1.6910 2.0297 -0.0662  -0.240
27 C 1.8587 3.1937 0.7206  -0.431
28 P 1.0399 4.7920 0.0008  0.943
29 C 2.4146 5.9237 -0.6677  -0.340
30 C 0.1387 5.7054 1.4299  -0.440
31 C -1.4122 5.8379 1.0097  -0.224
32 C -0.2414 2.0408 -1.5662  -0.613
33 O -1.4518 2.4815 -1.5936  -0.182
34 O 0.4744 2.1617 -2.7363  -0.158
35 H -5.0885 0.4459 -0.2258  0.065
36 H -6.5596 -0.1012 -1.2135  0.073
37 H -5.0917 0.7658 -2.0610  0.083
38 H -5.6916 2.8747 -0.3420  0.111
39 H -6.7189 2.5764 -1.8793  0.101
40 H -7.9266 3.1718 0.4395  0.101
41 H -8.6751 1.8559 -0.6168  0.099
42 H -6.6474 0.6575 1.4532  0.096
43 H -7.8884 1.7663 2.2397  0.100
44 H -9.6873 0.2685 1.9352  0.110
45 H -9.1785 -0.0965 0.1984  0.097
46 H -7.3849 -1.7689 0.9717  0.111
47 H -8.9896 -2.2103 1.7378  0.103
48 H -8.3750 -1.7322 3.9455  0.104
49 H -7.2349 -0.3382 3.5722  0.104
50 H -6.2303 -3.1195 2.5057  0.109
51 H -6.5463 -3.0823 4.3674  0.102
52 H -5.0744 -0.9446 4.6434  0.113
53 H -4.7888 -0.9790 2.7988  0.100
54 H -3.7367 -3.0599 5.0411  0.103
55 H -3.8691 -3.5099 3.2603  0.102
56 H -2.0999 -0.9573 4.1450  0.115
57 H -1.4787 -2.7172 3.8330  0.112
58 H -2.8950 -0.8019 1.7555  0.088
59 H -2.7767 -2.7034 1.5377  0.080
60 H -0.3199 -2.5376 1.3482  0.114
61 H -0.3538 -0.8903 2.3147  0.097
62 H -0.7027 -2.8130 -1.5745  0.000
63 H -2.7256 -2.4661 -0.5847  0.007
64 H -1.9248 0.0612 -2.2124  -0.055
65 H 2.4780 -0.2397 0.5970  0.073
66 H 1.7971 -1.7112 0.4190  0.053
67 H 0.3901 -0.3548 -2.5935  0.094
68 H 1.2042 -1.8282 -1.6771  0.088
69 H 2.6061 0.9923 -2.1675  0.107
70 H 3.3459 -0.6318 -1.4687  0.094
71 H 1.8100 -0.8256 -4.1632  0.121
72 H 3.3912 -1.6526 -3.6511  0.115
73 H 3.0000 -0.6568 -6.1179  0.087
74 H 3.8304 0.9678 -6.4091  0.089
75 H 2.0569 0.9254 -5.8870  0.104
76 H 2.9886 3.4527 0.6637  0.087
77 H 1.6770 3.0863 1.8553  0.069
78 H 3.2615 6.1292 0.0890  0.034
79 H 2.7902 5.4642 -1.6428  0.040
80 H 1.9017 6.9173 -0.9541  0.040
81 H 0.5608 6.7491 1.6067  0.062
82 H 0.2048 5.1298 2.4119  0.054
83 H -2.0546 5.0424 1.5253  0.028
84 H -1.4770 5.6757 -0.1161  0.051
85 H -1.8405 6.8893 1.2187  0.063
86 C 6.7491 -4.9699 -1.7662  -0.061
87 C 5.9486 -3.6892 -1.6254  -0.199
88 O 4.5512 -3.9680 -1.4412  0.021
89 C 4.1930 -4.3997 -0.2173  -0.368
90 O 4.9588 -4.5619 0.6980  0.164
91 C 2.6861 -4.6199 -0.1463  -0.500
92 F 2.2204 -5.3486 -1.1802  0.162
93 F 2.0130 -3.4486 -0.1655  0.116
94 F 2.3046 -5.2631 0.9705  0.163
95 H 6.3477 -5.5838 -2.5766  0.084
96 H 7.7979 -4.7494 -1.9711  0.081
97 H 6.6981 -5.5743 -0.8574  0.074
98 H 6.0344 -3.1058 -2.5451  0.128
99 H 6.3232 -3.0619 -0.8114  0.126
100 C 6.4478 2.1133 0.0517  -0.055
101 C 7.0151 0.8900 0.7468  -0.197
102 O 7.7755 0.0793 -0.1667  0.019
103 C 8.9989 0.5412 -0.4860  -0.374
104 O 9.4714 1.5636 -0.0604  0.162
105 C 9.7092 -0.4227 -1.4311  -0.515
106 F 8.9342 -0.7881 -2.4730  0.153
107 F 10.0730 -1.5626 -0.8051  0.151
108 F 10.8313 0.0997 -1.9566  0.157
109 H 5.8558 1.8179 -0.8183  0.088
110 H 5.8183 2.6876 0.7331  0.079
111 H 7.2419 2.7683 -0.3142  0.076
112 H 6.1944 0.2673 1.1107  0.125
113 H 7.6228 1.1603 1.6152  0.126

| no. | E (hartree) |
| --- | --- |
| 1 | -3362.6523 |
| 2 | -2094.7606 |
| 3 | -396.0166 |
| 4 | -3601.4713 |